{
  "formula": "C4H19N2O6",
  "method": "the ωB97M-V functional and the def2-TZVPD basis",
  "s2": 0.76,
  "fmax_ev_per_a": 2.87,
  "spin_multiplicity": 2,
  "e_homo_ev": [-9.34, -9.16],
  "total_energy_ev": -19715.7042,
  "orbital_gap_ev": [9.0577, 3.9002],
  "e_above_lowest_ev": 2.502,
  "elements": ["C", "N", "C", "O", "C", "N", "C", "O", "H", "H", "H", "H", "H", "H", "H", "H", "H", "H", "H", "H", "H", "O", "H", "H", "O", "H", "H", "O", "H", "H", "O"],
  "coordinates": [[-0.312, 0.022, 2.340], [-0.795, 1.411, 2.186], [-1.636, 2.813, -1.859], [-1.167, 3.870, -1.519], [1.177, 0.025, 2.573], [1.932, -0.589, 1.452], [2.146, 0.250, 0.298], [3.554, 0.321, -0.037], [-0.724, -0.663, 1.592], [-0.863, -0.388, 3.205], [-1.792, 1.416, 2.006], [-2.344, 2.318, -1.174], [-1.274, 2.365, -2.798], [1.555, -0.478, 3.468], [1.642, 1.020, 2.597], [1.585, -1.467, 1.068], [1.876, 1.292, 0.476], [1.723, -0.135, -0.631], [4.007, 0.335, 0.815], [-2.575, -2.482, 0.012], [-0.335, 1.821, 1.378], [-1.880, -2.723, -0.618], [-0.998, -0.873, -3.109], [-1.505, -1.964, -2.072], [-1.575, -1.624, -2.980], [-1.747, -0.527, -0.987], [-0.260, -0.204, -0.892], [-1.103, 0.157, -1.187], [-0.639, -2.493, -0.349], [0.496, -3.351, -0.217], [0.408, -2.396, -0.024]],
  "nbo_charge": [-0.246, -0.822, 0.275, -0.518, -0.238, -0.646, 0.074, -0.735, 0.161, 0.187, 0.353, 0.118, 0.120, 0.211, 0.211, 0.393, 0.154, 0.149, 0.465, 0.482, 0.353, -0.590, 0.483, 0.457, -0.956, 0.469, 0.478, -0.948, 0.434, 0.484, -0.813]
}